No. 1
The following is a quantum chemistry calculation of the molecule C6H15N, from the OMol25 dataset.

Cartesian coordinates (Å):
C -1.2005 -0.8015 1.9777
C -0.7287 0.4194 1.2494
N -0.4422 0.2130 -0.2116
C -0.4226 1.5409 -0.8768
C 0.6099 1.6400 -1.9731
C 0.4034 -0.9140 -0.6525
C 1.2002 -1.8309 0.3037
H -0.4608 -1.5569 2.2163
H -1.6183 -0.4546 2.9374
H -1.9947 -1.3275 1.4440
H 0.0679 1.0435 1.6994
H -1.5539 1.1263 1.1484
H -1.4521 1.7128 -1.2131
H -0.2688 2.2579 -0.0648
H 0.4850 0.8664 -2.7365
H 0.5253 2.5333 -2.6140
H 1.6300 1.6810 -1.6133
H -0.3032 -1.5252 -1.2342
H 1.1386 -0.4909 -1.3370
H 1.7146 -1.2725 1.1011
H 0.5916 -2.6454 0.6522
H 2.0794 -2.2152 -0.2029

SMILES: CCN(CC)CC
DFT total energy in eV: -7953.97882
Kohn-Sham gap in eV: 8.645
Energy above the lowest of the compared OMol25 structures with the same formula, charge and spin in kcal/mol: 41.2
HOMO in eV: -7.549

=====

No. 2
The following is a quantum chemistry calculation of the molecule C6H15N, from the OMol25 dataset.

Cartesian coordinates (Å):
C -2.5981 1.2643 1.4717
C -1.4323 0.2599 1.3594
C -0.5926 0.4962 0.1337
N 0.4164 -0.5552 -0.2584
C 1.3745 -0.6896 0.8316
C 1.1036 -0.0368 -1.4589
C 1.7379 -1.1723 -2.3044
H -3.4428 0.7659 1.9337
H -2.2362 2.1479 1.9935
H -2.8828 1.6273 0.4812
H -0.8173 0.3719 2.2582
H -1.8317 -0.7539 1.3388
H -1.2966 0.4936 -0.7075
H -0.0560 1.4508 0.0985
H 0.9099 -1.3076 1.6100
H 1.7437 0.2062 1.3508
H 2.2180 -1.2815 0.4686
H 1.8232 0.7404 -1.1768
H 0.3096 0.3474 -2.1034
H 2.4939 -1.6180 -1.6521
H 0.9722 -1.9410 -2.4041
H 2.0836 -0.8160 -3.2642

SMILES: CCCN(C)CC
DFT total energy in eV: -7954.66087
Kohn-Sham gap in eV: 9.978
Energy above the lowest of the compared OMol25 structures with the same formula, charge and spin in kcal/mol: 25.5
HOMO in eV: -8.773

=====

No. 3
The following is a quantum chemistry calculation of a structure of composition C6H15N, from the OMol25 dataset.

Cartesian coordinates (Å):
C -2.7887 -0.4597 2.5754
N -1.2140 1.0198 0.1326
C 0.0101 0.4616 -0.0894
C 0.6013 0.0526 -1.4848
C 1.9662 0.6129 -1.9391
C 0.5441 -1.5177 -1.4017
C 0.9406 0.6931 1.0481
H -1.8616 -0.7316 3.0593
H -3.6228 -0.6690 3.2810
H -2.8600 0.6234 2.3312
H -2.7953 -0.9944 1.6205
H -0.5324 1.6056 -0.5981
H -0.0480 0.4069 -2.2572
H 2.2246 0.1707 -2.9083
H 1.7526 1.7655 -1.9594
H 2.6823 0.3696 -1.2731
H 1.3198 -1.9761 -0.8466
H 0.5654 -1.8173 -2.4356
H -0.4267 -1.6953 -0.9689
H 0.4107 0.3472 1.9665
H 1.9354 -0.0316 0.9199
H 1.1965 1.7637 1.2279

DFT total energy in eV: -7950.92803
Kohn-Sham gap in eV: 8.817
Energy above the lowest of the compared OMol25 structures with the same formula, charge and spin in kcal/mol: 111.6
HOMO in eV: -8.147

=====

No. 4
The following is a quantum chemistry calculation of the molecule C6H15N, from the OMol25 dataset.

Cartesian coordinates (Å):
C -2.4501 -1.4456 -1.0756
C -1.0685 -2.0506 -0.7689
C -0.3903 -1.2458 0.3340
N 0.4435 -0.1558 -0.2074
C 0.1256 1.2442 -0.1282
C 1.3487 2.0290 0.2509
C 2.0636 1.5735 1.5712
H -2.4103 -0.3581 -1.1871
H -3.0105 -1.5934 -0.1467
H -2.9365 -1.9806 -1.8816
H -0.5451 -1.9241 -1.7248
H -1.1095 -3.1245 -0.5815
H -1.1560 -0.8177 0.9730
H 0.3435 -1.8610 0.8784
H 1.2216 -0.4226 -0.7830
H -0.4350 1.4986 -1.0600
H -0.6152 1.4471 0.6811
H 1.1201 3.1052 0.2604
H 2.1968 2.0246 -0.4571
H 1.2872 1.2338 2.2532
H 2.7312 0.7380 1.4019
H 2.6087 2.3951 2.0340

SMILES: CCCNCCC
DFT total energy in eV: -7954.47064
Kohn-Sham gap in eV: 9.084
Energy above the lowest of the compared OMol25 structures with the same formula, charge and spin in kcal/mol: 29.9
HOMO in eV: -7.893

=====

No. 5
The following is a quantum chemistry calculation of the molecule C6H15N, from the OMol25 dataset.

Cartesian coordinates (Å):
C 0.7839 -0.6851 1.8628
C -0.4041 -0.4093 0.9350
N -1.0859 -1.6899 0.7146
C -0.0374 0.3451 -0.3909
C 0.5928 1.7152 -0.0594
C -1.3143 0.6100 -1.2191
C 0.9549 -0.4376 -1.2746
H 1.5124 -1.3682 1.4146
H 1.3020 0.2377 2.1389
H 0.4408 -1.1420 2.7992
H -1.1024 0.2229 1.4997
H -0.6000 -2.2296 -0.0006
H -2.0248 -1.5251 0.3582
H -0.0360 2.2811 0.6369
H 1.5861 1.6083 0.3885
H 0.7148 2.3243 -0.9628
H -1.0906 1.2054 -2.1119
H -1.7762 -0.3215 -1.5635
H -2.0583 1.1590 -0.6313
H 1.2779 0.1692 -2.1292
H 0.5067 -1.3503 -1.6808
H 1.8577 -0.7196 -0.7244

SMILES: C[C@H](N)C(C)(C)C
DFT total energy in eV: -7955.72144
Kohn-Sham gap in eV: 10.072
Energy above the lowest of the compared OMol25 structures with the same formula, charge and spin in kcal/mol: 1.0
HOMO in eV: -9.190

=====

No. 6
The following is a quantum chemistry calculation of the molecule C6H15N, from the OMol25 dataset.

Cartesian coordinates (Å):
C 0.6008 2.4445 -1.6065
C 1.3102 1.9161 -0.3780
C 1.1100 0.4179 -0.1254
C -0.2663 0.1209 0.5326
N -0.5113 -1.2836 0.8002
C -1.8265 -1.5488 1.3892
C -0.1912 -2.1430 -0.3743
H 1.2710 3.1172 -2.1640
H 0.3055 1.6347 -2.2796
H -0.2619 3.0906 -1.4297
H 0.8908 2.4811 0.4779
H 2.3809 2.1033 -0.3692
H 1.8866 0.0759 0.5711
H 1.2151 -0.1277 -1.0609
H -0.4342 0.7129 1.4335
H -0.9275 0.5888 -0.2235
H -1.6312 -1.9830 2.3940
H -2.3598 -2.3036 0.8187
H -2.4045 -0.6370 1.5046
H -0.7462 -3.0811 -0.3475
H 0.8721 -2.3739 -0.2831
H -0.3816 -1.5515 -1.2809

SMILES: CCCCN(C)C
DFT total energy in eV: -7954.42167
Kohn-Sham gap in eV: 9.247
Energy above the lowest of the compared OMol25 structures with the same formula, charge and spin in kcal/mol: 31.0
HOMO in eV: -8.087

=====

No. 7
The following is a quantum chemistry calculation of the molecule C6H15N, from the OMol25 dataset.

Cartesian coordinates (Å):
C 0.0920 1.4983 -1.4556
C 0.8919 0.4378 -0.6681
C 1.9139 -0.1804 -1.6567
C -0.0793 -0.6671 -0.1688
C -1.0549 -0.1404 0.8771
C -0.3712 -0.0014 2.2831
N -2.2278 -1.0194 0.9608
H 0.7344 2.3160 -1.7785
H -0.7228 1.9025 -0.8617
H -0.2768 0.9371 -2.3123
H 1.5016 0.6682 0.1970
H 1.4892 -0.8911 -2.3770
H 2.5500 -0.8350 -1.0526
H 2.3632 0.6003 -2.2571
H 0.4733 -1.4741 0.3303
H -0.5640 -1.1666 -1.0112
H -1.4570 0.8580 0.6975
H 0.7147 0.0827 2.1807
H -0.5300 -0.8842 2.8969
H -0.7285 0.9258 2.7211
H -2.0534 -1.9475 0.5866
H -2.6587 -1.0193 1.8686

SMILES: CC(C)C[C@H](C)N
DFT total energy in eV: -7954.99119
Kohn-Sham gap in eV: 9.952
Energy above the lowest of the compared OMol25 structures with the same formula, charge and spin in kcal/mol: 17.9
HOMO in eV: -8.806

=====

No. 8
The following is a quantum chemistry calculation of a cluster of 2 separate species, C6H15N in total, from the OMol25 dataset.

Cartesian coordinates (Å):
H 0.7862 -0.1023 0.2359
N -0.0727 0.0585 0.8468
C -0.0548 -1.2426 0.7099
C 1.0532 -2.1250 1.2389
C 0.9486 -2.0969 2.7749
H -1.0592 -1.6925 0.8597
H 2.0156 -1.6486 1.0111
H 1.0510 -3.1158 0.7855
H -0.0289 -2.4095 3.1311
H 1.0666 -1.0320 2.9800
H 1.7365 -2.6253 3.3041
C 0.5459 1.7924 -2.0200
C -0.7781 2.1791 -1.3483
C -1.8212 1.0739 -1.4386
H 0.9653 0.9065 -1.5567
H 1.2422 2.6227 -1.9060
H 0.4155 1.6196 -3.0920
H -1.1854 3.1285 -1.6879
H -0.4858 2.3017 -0.3011
H -2.7314 1.3207 -0.8919
H -2.1013 1.0049 -2.4972
H -1.5078 0.0820 -1.1380

SMILES: [H]/N=C\CC.CCC
DFT total energy in eV: -7952.63475
Kohn-Sham gap in eV: 10.130
Energy above the lowest of the compared OMol25 structures with the same formula, charge and spin in kcal/mol: 72.2
HOMO in eV: -9.497